{
  "formula": "C17H60N12O13",
  "method": "ωB97M-V/def2-TZVPD",
  "relative_energy_kcal_mol": 207.1,
  "charge": 0,
  "multiplicity": 1,
  "homo_ev": -8.88,
  "gap_ev": 8.48,
  "molar_mass_g_mol": 640.738,
  "symbols": ["H", "H", "H", "H", "H", "H", "O", "O", "H", "H", "H", "O", "H", "H", "O", "H", "N", "H", "C", "H", "H", "C", "C", "N", "H", "O", "H", "H", "O", "H", "H", "C", "H", "N", "C", "H", "N", "H", "O", "H", "H", "O", "H", "N", "H", "H", "N", "H", "H", "N", "N", "H", "H", "H", "H", "H", "C", "H", "C", "H", "H", "C", "C", "C", "H", "H", "H", "O", "H", "N", "H", "N", "H", "C", "H", "O", "H", "H", "H", "O", "H", "O", "H", "N", "C", "N", "C", "H", "C", "H", "H", "C", "C", "H", "H", "H", "C", "O", "H", "H", "H", "H"],
  "coordinates": [[3.08, -1.24, 1.67], [1.44, 3.35, -1.85], [0.37, -2.19, -1.20], [3.07, 0.34, 4.81], [-3.97, -1.13, -1.40], [1.63, 3.09, 3.14], [-4.83, 1.31, 3.79], [-0.46, -0.68, -1.46], [0.32, -3.16, 0.34], [-4.75, -3.23, -3.00], [-0.55, 1.99, -2.39], [2.53, 0.03, 4.08], [-0.40, 2.74, 1.61], [-3.96, 2.34, 0.38], [-2.73, 1.12, -1.27], [2.57, -2.72, -0.04], [0.72, -3.00, -0.63], [-1.60, -0.08, -3.71], [-1.13, 3.93, 3.06], [-0.05, -2.19, -4.18], [-2.40, 2.76, 4.28], [-3.79, 0.68, -0.55], [-0.43, -1.53, -4.95], [2.76, 3.65, -0.63], [0.18, 0.31, -3.84], [-0.86, 0.68, -5.46], [2.55, -0.46, 0.21], [-2.91, -2.33, -3.99], [-4.25, -2.75, -2.40], [-2.01, -4.00, -1.69], [-1.76, 1.00, -5.47], [4.68, -0.39, 0.76], [-3.58, 0.86, 1.45], [1.78, -4.85, -0.55], [2.40, 2.39, 3.45], [-1.27, 3.40, -2.73], [-2.99, 0.62, 2.38], [0.42, -1.48, -5.61], [1.49, -3.98, -2.69], [1.02, 0.68, -0.84], [-1.76, 2.13, 2.46], [0.82, 3.48, -2.57], [-1.33, -3.45, 1.70], [1.10, -2.30, 3.33], [-0.53, 0.71, 0.13], [-0.60, 3.19, -1.06], [-0.33, -3.35, 2.00], [-2.30, -1.89, -2.41], [5.22, -0.41, -0.22], [-2.60, 0.98, 4.44], [-1.14, 2.93, 2.23], [1.57, 0.60, 2.47], [1.80, -0.92, -2.70], [3.20, 2.45, 2.71], [2.26, 5.57, 0.62], [-1.19, -0.18, -1.77], [0.21, 0.09, -0.43], [1.42, -1.41, 3.87], [1.31, -3.94, -1.29], [-1.19, -1.91, -5.64], [1.64, -4.91, 0.46], [-3.48, 0.97, 3.51], [-0.67, -0.14, -4.35], [-2.97, -2.58, -2.92], [-1.28, -3.93, -3.28], [-2.13, 4.58, 4.60], [0.97, 4.86, 1.58], [3.15, -0.37, -4.02], [3.21, 4.54, -0.92], [1.69, 4.74, 0.82], [5.35, -0.89, 1.44], [-4.37, -0.53, -0.65], [4.04, -0.70, -4.29], [1.97, 3.54, 0.32], [4.56, 0.66, 1.20], [1.23, 2.41, 0.73], [-2.89, -4.75, -3.11], [-5.27, 1.31, 0.91], [0.61, -0.58, 0.26], [-0.82, -1.17, 2.53], [0.79, 1.02, 3.97], [-0.34, 5.02, 2.98], [3.13, 2.80, -1.20], [-4.41, 1.38, 0.38], [-0.02, -2.29, 2.67], [-2.00, 3.67, 4.02], [-2.25, -3.91, -2.73], [-1.84, 0.33, 4.32], [1.75, 1.01, 3.45], [2.15, -5.76, -0.97], [-2.75, 1.18, 5.49], [-0.43, 3.01, -2.13], [2.83, -1.07, -2.91], [1.62, -3.15, 3.50], [3.48, -0.91, -2.08], [-5.27, -0.89, -0.27], [3.33, -1.08, 0.63], [3.42, -2.30, -0.05], [0.30, -4.15, 1.97], [2.90, -2.07, -3.19], [-2.10, 0.03, 2.25], [2.87, 2.73, 4.37]],
  "lowdin_charge": [0.084, -0.007, 0.102, 0.102, 0.075, 0.042, -0.166, -0.169, 0.082, 0.063, 0.025, -0.116, 0.037, 0.177, -0.051, 0.012, 0.159, 0.106, -0.633, 0.050, 0.054, -0.562, -0.072, 0.140, 0.099, -0.071, 0.071, 0.114, -0.064, 0.053, 0.079, -0.072, 0.057, 0.154, -0.060, 0.091, 0.123, 0.076, -0.126, 0.066, 0.078, -0.109, 0.176, 0.201, 0.083, 0.079, 0.127, 0.085, 0.080, 0.105, 0.197, 0.082, 0.053, 0.068, 0.126, -0.008, -0.121, 0.129, -0.653, 0.080, 0.108, -0.673, -0.325, -0.326, 0.068, 0.160, 0.091, -0.098, 0.169, 0.177, 0.058, 0.182, 0.104, -0.603, 0.091, -0.151, 0.096, 0.151, 0.024, -0.125, 0.104, -0.124, 0.199, 0.121, -0.591, 0.141, -0.074, 0.104, -0.307, 0.169, 0.183, -0.161, -0.195, 0.127, 0.059, 0.146, -0.346, -0.073, 0.118, 0.060, 0.099, 0.081]
}

---

{
  "formula": "C17H60O13",
  "method": "ωB97M-V/def2-TZVPD",
  "relative_energy_kcal_mol": 146.1,
  "charge": 0,
  "multiplicity": 1,
  "homo_ev": -9.53,
  "gap_ev": 9.62,
  "molar_mass_g_mol": 472.654,
  "symbols": ["H", "H", "H", "O", "O", "C", "H", "H", "H", "C", "H", "H", "H", "H", "C", "H", "H", "H", "C", "H", "C", "H", "H", "H", "H", "H", "H", "H", "H", "H", "O", "H", "O", "C", "O", "H", "H", "C", "H", "H", "C", "H", "C", "H", "H", "H", "H", "H", "H", "H", "C", "O", "H", "H", "H", "O", "H", "C", "O", "O", "C", "H", "H", "H", "H", "H", "H", "H", "O", "O", "H", "C", "H", "C", "H", "H", "C", "H", "C", "H", "H", "C", "H", "H", "H", "H", "H", "H", "O", "O"],
  "coordinates": [[-0.36, -3.21, 1.43], [1.80, -4.44, -3.37], [-4.90, -1.10, -1.08], [0.75, -0.03, 0.94], [-0.97, -2.09, 4.88], [-2.31, 2.62, 1.17], [-1.52, 0.42, -1.41], [-1.87, 4.40, 1.21], [-1.94, 0.75, -3.50], [-3.86, -1.22, -1.25], [3.16, -1.03, 0.84], [0.09, -0.03, -1.73], [3.53, 1.47, -0.39], [-1.41, 0.01, 0.94], [1.09, 2.92, 1.93], [-0.45, -1.77, 3.04], [3.21, -1.46, 3.26], [2.18, 1.97, -2.82], [-3.32, -2.35, -0.41], [-3.45, 1.40, -3.62], [-0.54, 0.44, -0.98], [2.46, 0.44, -1.30], [0.67, -4.16, 0.45], [1.32, 3.00, -5.23], [-0.16, -2.64, 4.99], [-3.86, 3.39, -0.23], [3.83, 0.93, -2.07], [-3.34, -0.28, -1.12], [0.08, 2.60, 2.13], [1.64, -1.72, 5.09], [-1.05, 4.90, -1.09], [3.43, -2.72, 6.29], [2.00, -3.52, -3.34], [0.49, 2.35, -4.92], [2.56, 2.35, -2.07], [4.96, -1.72, -0.97], [-1.95, -3.08, 3.46], [2.63, -1.22, 5.19], [-2.29, 1.69, -4.92], [1.58, -1.86, -2.05], [-1.19, 3.82, -1.99], [3.85, 0.00, 3.97], [1.16, -2.82, -2.39], [0.02, 1.87, -5.73], [3.19, -2.34, -0.25], [-4.38, 2.14, 0.76], [3.98, -2.58, 1.25], [1.68, 3.66, 3.64], [-3.78, -2.89, 1.36], [-0.50, -1.36, 0.26], [3.10, 1.26, -1.38], [1.04, 1.39, -4.11], [1.63, -3.35, 3.06], [-1.46, 2.39, 0.62], [-3.61, -1.49, -2.28], [1.44, -3.18, 2.12], [-0.25, 2.87, -4.33], [-3.55, 2.48, 0.32], [1.53, 4.02, 2.69], [4.94, -1.35, -0.06], [-1.35, -2.11, 3.54], [2.17, -0.10, 3.46], [0.14, -2.71, -2.70], [-2.90, -0.27, -5.76], [-0.30, 5.45, -1.43], [0.20, -4.75, 2.03], [1.13, -3.23, -1.42], [-0.18, 3.50, -2.18], [-2.42, 3.89, 1.82], [-3.43, -2.07, 0.95], [-2.26, -2.54, -0.58], [0.46, -3.93, 1.51], [-0.09, 1.42, -0.99], [-2.63, 0.95, -4.21], [1.04, 3.07, 0.89], [0.51, 0.58, -4.10], [3.75, -1.82, 0.52], [1.71, 2.08, 2.15], [-0.51, -0.29, 0.35], [2.59, -0.34, 5.85], [-2.06, -1.28, 3.28], [2.99, -0.63, 3.88], [-3.75, -3.32, -0.64], [-3.34, 1.84, -0.42], [0.99, -0.91, 1.24], [-1.66, 4.09, -2.96], [-1.74, 3.02, -1.56], [-2.31, 1.80, 1.85], [-3.24, -0.20, -4.85], [3.71, -2.10, 5.58]],
  "lowdin_charge": [0.048, 0.063, 0.076, -0.069, -0.131, -0.304, 0.039, 0.065, 0.004, -0.054, 0.032, 0.050, 0.099, 0.108, -0.178, 0.062, 0.042, -0.022, -0.344, 0.097, -0.063, 0.029, 0.080, 0.111, 0.065, 0.105, 0.072, 0.033, 0.054, 0.091, -0.108, 0.095, -0.091, -0.150, -0.097, 0.096, 0.111, -0.307, 0.076, 0.069, -0.165, 0.089, -0.146, 0.070, 0.070, 0.040, 0.077, 0.127, 0.103, 0.082, -0.155, -0.120, 0.102, 0.047, 0.079, -0.122, 0.048, -0.059, -0.118, -0.111, -0.189, 0.063, 0.075, 0.082, 0.114, 0.057, 0.026, 0.064, -0.046, -0.083, 0.090, -0.148, 0.062, -0.132, 0.065, 0.089, -0.166, 0.054, -0.273, 0.118, 0.089, -0.087, 0.115, 0.002, 0.035, 0.093, 0.036, 0.099, -0.118, -0.081]
}